Version 1
Computed, not measured: a cluster of 4 separate species, H9O4 in total, with ωB97M-V/def2-TZVPD.

Summary:
Gap between HOMO and LUMO: 13.48 eV
Charge: +1
LUMO energy: -3.08 eV

Last column: Mulliken charge in e.
Cartesian coordinates (Å):
O (-0.37, -0.42, 2.39)  -0.6515
H (-0.27, 0.00, 3.25)  0.3178
H (-0.75, -1.29, 2.55)  0.3271
O (2.43, 0.68, -0.76)  -0.6525
H (2.65, 1.06, -1.61)  0.3339
H (3.16, 0.07, -0.56)  0.3447
O (-2.04, -0.16, -1.47)  -0.6289
H (-2.20, -0.76, -2.21)  0.3302
H (-2.90, 0.20, -1.21)  0.3087
O (0.02, 0.29, -0.09)  -0.4407
H (1.02, 0.36, -0.29)  0.4971
H (-0.65, 0.07, -0.81)  0.4643
H (-0.10, -0.10, 0.82)  0.4498

Version 2
Computed, not measured: a structure of composition H9O4, with ωB97M-V/def2-TZVPD.

Summary:
Gap between HOMO and LUMO: 13.17 eV
Charge: +1
LUMO energy: -3.26 eV

Last column: Mulliken charge in e.
Cartesian coordinates (Å):
O (-0.05, -0.50, -0.21)  -0.4840
H (0.89, -1.00, 0.06)  0.4713
H (-0.90, -0.42, 0.32)  0.4405
H (-0.07, 0.32, -0.75)  0.4298
O (0.05, 1.74, -1.65)  -0.7091
H (0.10, 1.59, -2.60)  0.3442
H (-0.49, 2.55, -1.48)  0.3439
O (-1.96, 0.17, 1.46)  -0.6374
H (-2.11, 1.05, 1.81)  0.3065
H (-2.54, -0.36, 1.99)  0.3232
O (2.02, -1.50, 0.47)  -0.6193
H (2.09, -2.21, -0.19)  0.3970
H (2.81, -1.00, 0.23)  0.3934

Best to worst by energy: version 1, version 2.